{
  "formula": "C105H130F10N22O21S10",
  "method": "ωB97M-V with the def2-TZVPD basis set",
  "elements": ["C", "C", "C", "C", "C", "C", "N", "O", "C", "C", "C", "H", "H", "H", "H", "H", "H", "H", "H", "H", "H", "H", "H", "H", "H", "H", "H", "H", "H", "C", "N", "C", "C", "C", "C", "C", "C", "C", "C", "N", "C", "C", "C", "H", "H", "H", "H", "H", "H", "H", "H", "H", "H", "H", "H", "H", "H", "C", "N", "C", "C", "C", "C", "C", "C", "C", "C", "N", "C", "C", "C", "H", "H", "H", "H", "H", "H", "H", "H", "H", "H", "H", "H", "H", "H", "C", "N", "C", "C", "C", "C", "C", "C", "C", "C", "N", "C", "C", "C", "H", "H", "H", "H", "H", "H", "H", "H", "H", "H", "H", "H", "H", "H", "C", "N", "C", "C", "C", "C", "C", "C", "C", "C", "N", "C", "C", "C", "H", "H", "H", "H", "H", "H", "H", "H", "H", "H", "H", "H", "H", "H", "C", "N", "C", "C", "C", "C", "C", "C", "C", "C", "N", "C", "C", "C", "H", "H", "H", "H", "H", "H", "H", "H", "H", "H", "H", "H", "H", "H", "C", "N", "C", "C", "C", "C", "C", "C", "C", "C", "N", "C", "C", "C", "H", "H", "H", "H", "H", "H", "H", "H", "H", "H", "H", "H", "H", "H", "C", "N", "C", "C", "C", "C", "C", "C", "C", "C", "N", "C", "C", "C", "H", "H", "H", "H", "H", "H", "H", "H", "H", "H", "H", "H", "H", "H", "C", "N", "C", "C", "C", "C", "C", "C", "C", "C", "N", "C", "C", "C", "H", "H", "H", "H", "H", "H", "H", "H", "H", "H", "H", "H", "H", "H", "N", "S", "O", "O", "F", "S", "O", "O", "F", "N", "S", "O", "O", "F", "S", "O", "O", "F", "N", "S", "O", "O", "F", "S", "O", "O", "F", "N", "S", "O", "O", "F", "S", "O", "O", "F", "N", "S", "O", "O", "F", "S", "O", "O", "F"],
  "xyz": [[1.2628, -0.3724, -1.6860], [-0.0445, -0.5181, -0.7950], [0.2688, -1.9442, -0.2290], [-0.4504, -2.3239, 1.1387], [-0.2764, -1.2195, 2.1614], [-0.6946, 0.2108, 1.5976], [-0.0367, 0.4866, 0.2461], [-0.2715, 1.8209, -0.2271], [-0.2199, 1.1742, 2.6467], [-2.2325, 0.2485, 1.5043], [-1.3033, -0.5944, -1.7062], [1.1701, 0.4890, -2.3475], [1.4774, -1.1741, -2.3926], [2.2544, -0.3619, -1.2335], [1.3239, -2.1979, -0.1267], [0.0169, -2.7417, -0.9280], [-0.0316, -3.2297, 1.5772], [-1.5331, -2.4181, 1.0559], [0.7785, -1.2255, 2.4355], [-0.7869, -1.3365, 3.1174], [0.8425, 0.9969, 2.8142], [-0.7209, 1.0281, 3.6037], [-0.3184, 2.2301, 2.3951], [-2.5835, 0.9483, 0.7459], [-2.8076, 0.4128, 2.4155], [-2.6605, -0.6865, 1.1430], [-0.9002, -1.0506, -2.6104], [-1.6848, 0.3926, -1.9678], [-1.9767, -1.2709, -1.1801], [2.6274, 3.4393, 1.8521], [3.5247, 3.3013, 0.6720], [4.7400, 3.9286, 0.5860], [5.5392, 3.8351, -0.5646], [5.0543, 3.0022, -1.6018], [3.8334, 2.4053, -1.5147], [3.0641, 2.6166, -0.3588], [5.8633, 2.9813, -2.8246], [6.4799, 4.1605, -3.2885], [7.2917, 4.0988, -4.4118], [7.6381, 2.9049, -4.9457], [7.0344, 1.7510, -4.5850], [6.1140, 1.8009, -3.5280], [8.6735, 2.8094, -6.0133], [2.6648, 2.5310, 2.4534], [1.6315, 3.5482, 1.4226], [2.7873, 4.4025, 2.3368], [4.8976, 4.6234, 1.3976], [6.4731, 4.3741, -0.6262], [3.5982, 1.8610, -2.4174], [2.1694, 2.0193, -0.2623], [6.3973, 5.1005, -2.7632], [7.7204, 4.9835, -4.8588], [7.3224, 0.8620, -5.1264], [5.8158, 0.8306, -3.1592], [9.6698, 2.9366, -5.5900], [8.4083, 3.6578, -6.6443], [8.6373, 1.8373, -6.5050], [1.1769, -3.6076, -3.5239], [1.4651, -4.5558, -4.6760], [2.0735, -5.7202, -4.4028], [2.2182, -6.6773, -5.4913], [1.6772, -6.4340, -6.7786], [1.0609, -5.1992, -6.8981], [1.0667, -4.2215, -5.9195], [1.6679, -7.4801, -7.8324], [1.2652, -8.8054, -7.4936], [1.3213, -9.8850, -8.3704], [1.7999, -9.6548, -9.6314], [2.0834, -8.4155, -10.0883], [2.0145, -7.3338, -9.1973], [1.8515, -10.7678, -10.6710], [0.7332, -4.2025, -2.7256], [0.5549, -2.7736, -3.8490], [2.1513, -3.2315, -3.2121], [2.5506, -5.7755, -3.4355], [2.7165, -7.6013, -5.2377], [0.6183, -4.9599, -7.8537], [0.7042, -3.2176, -6.0844], [0.8672, -9.1176, -6.5394], [1.0510, -10.9297, -8.3244], [2.3683, -8.2485, -11.1166], [2.3588, -6.3763, -9.5594], [0.8280, -10.8760, -11.0299], [2.1016, -11.7070, -10.1776], [2.5253, -10.5773, -11.5063], [-4.1354, -1.9543, -3.5880], [-3.4590, -0.9660, -4.5703], [-4.1101, 0.2296, -4.8562], [-3.6262, 1.0022, -5.9373], [-2.4949, 0.6760, -6.6116], [-1.7850, -0.4222, -6.2068], [-2.3444, -1.3176, -5.2449], [-2.1476, 1.4761, -7.8714], [-0.9206, 2.1561, -7.9513], [-0.5474, 2.9761, -8.9972], [-1.4338, 3.1474, -9.9670], [-2.5883, 2.4196, -10.1020], [-2.9510, 1.5648, -8.9887], [-1.1355, 4.1923, -10.9615], [-4.9084, -1.4361, -3.0205], [-3.4080, -2.3075, -2.8571], [-4.5152, -2.7894, -4.1766], [-4.9178, 0.4114, -4.1626], [-4.2317, 1.8393, -6.2521], [-0.8672, -0.6881, -6.7102], [-1.8890, -2.2227, -4.8709], [-0.2528, 2.1200, -7.1033], [0.4220, 3.4425, -9.0933], [-3.1661, 2.5113, -11.0097], [-3.8614, 1.0150, -9.1766], [-1.5911, 5.1063, -10.5805], [-1.4293, 3.7960, -11.9335], [-0.0667, 4.2831, -11.1554], [-3.2278, -4.6716, 2.5244], [-2.8844, -5.7961, 1.6919], [-1.5811, -6.0926, 1.5632], [-1.2154, -7.0683, 0.6001], [-2.1506, -7.8594, -0.0160], [-3.4799, -7.5141, 0.2362], [-3.8501, -6.5160, 1.1206], [-1.6775, -9.0008, -0.8683], [-0.7271, -10.0137, -0.4423], [-0.2424, -10.9645, -1.3069], [-0.7473, -11.0170, -2.5838], [-1.6779, -10.1206, -3.0395], [-2.1438, -9.1066, -2.1801], [-0.4958, -12.1584, -3.5567], [-4.2113, -4.8412, 2.9627], [-3.1779, -3.7438, 1.9543], [-2.5310, -4.5437, 3.3527], [-0.8360, -5.4597, 2.0220], [-0.1638, -7.2804, 0.4754], [-4.1966, -8.1656, -0.2416], [-4.8752, -6.2258, 1.2974], [-0.2938, -10.0356, 0.5467], [0.4486, -11.7503, -1.0397], [-2.1149, -10.3200, -4.0068], [-2.8626, -8.3460, -2.4466], [-0.1215, -11.7344, -4.4884], [-1.4926, -12.5351, -3.7861], [0.1708, -12.9406, -3.1936], [-7.8981, 1.8046, 13.0618], [-7.2288, 1.4060, 11.8125], [-7.9110, 0.6337, 10.9323], [-7.3072, 0.2628, 9.7348], [-6.0018, 0.6614, 9.3833], [-5.3326, 1.4853, 10.3417], [-5.9855, 1.8367, 11.5376], [-5.3538, 0.0520, 8.1908], [-5.1286, -1.3569, 8.0318], [-4.5391, -1.7995, 6.8163], [-4.2926, -0.9880, 5.8044], [-4.4781, 0.3494, 5.8855], [-5.0093, 0.8885, 7.0866], [-3.6712, -1.5026, 4.5576], [-8.6048, 1.0395, 13.3831], [-8.4381, 2.7003, 12.7549], [-7.1920, 2.1316, 13.8251], [-8.8933, 0.2645, 11.1877], [-7.8296, -0.3564, 9.0206], [-4.2806, 1.6974, 10.2202], [-5.5950, 2.5732, 12.2243], [-5.4146, -2.0620, 8.7984], [-4.2948, -2.8225, 6.5711], [-4.2798, 0.9624, 5.0187], [-5.1574, 1.9582, 7.1009], [-3.3324, -2.5296, 4.6934], [-2.8487, -0.8353, 4.2999], [-4.4699, -1.5726, 3.8193], [4.1973, 3.7259, 8.8378], [4.0344, 2.5945, 7.8758], [2.7681, 2.3076, 7.3609], [2.6702, 1.3583, 6.3551], [3.7823, 0.6856, 5.9004], [4.9766, 0.8606, 6.4759], [5.1056, 1.8442, 7.4881], [3.6464, -0.3035, 4.8300], [2.6276, -1.2778, 4.9362], [2.4864, -2.3027, 4.0057], [3.4411, -2.3956, 3.0267], [4.4169, -1.4520, 2.8588], [4.5340, -0.3635, 3.7549], [3.4556, -3.5533, 2.1149], [5.2521, 3.9973, 8.7946], [3.8262, 3.3488, 9.7908], [3.5728, 4.5698, 8.5446], [1.9184, 2.8231, 7.7836], [1.6715, 1.1234, 6.0178], [5.8254, 0.2729, 6.1588], [6.0215, 1.9851, 8.0427], [1.9009, -1.1356, 5.7224], [1.6547, -2.9872, 3.9273], [5.2291, -1.6993, 2.1913], [5.2848, 0.3877, 3.5584], [4.1019, -3.3931, 1.2520], [2.4154, -3.7951, 1.8964], [3.9870, -4.3218, 2.6763], [-3.9270, 3.3552, 1.7628], [-3.0489, 4.2199, 2.5680], [-3.3909, 4.4581, 3.8301], [-2.5235, 5.2162, 4.6412], [-1.2520, 5.6718, 4.1462], [-0.8604, 5.2810, 2.8346], [-1.8423, 4.5937, 2.0593], [-0.3430, 6.6125, 5.0001], [1.0527, 6.5527, 4.9445], [1.8730, 7.3429, 5.7043], [1.2601, 8.1046, 6.6343], [-0.0881, 8.1314, 6.8392], [-0.9266, 7.4484, 5.9826], [2.1254, 9.1240, 7.3363], [-3.7732, 2.3487, 2.1517], [-3.5989, 3.1598, 0.7419], [-4.9889, 3.6010, 1.7609], [-4.3034, 3.9878, 4.1655], [-2.8162, 5.3879, 5.6665], [0.0868, 5.5506, 2.3913], [-1.6717, 4.4567, 1.0016], [1.5182, 5.9290, 4.1957], [2.9513, 7.4007, 5.6899], [-0.3773, 8.9889, 7.4286], [-2.0035, 7.5032, 6.0432], [1.5371, 9.8428, 7.9066], [2.8755, 9.5362, 6.6614], [2.6098, 8.6036, 8.1625], [-2.4038, 4.0278, -2.2946], [-1.3068, 4.7554, -2.8555], [-0.1571, 4.0094, -3.0528], [1.0652, 4.6374, -3.1809], [1.1154, 6.0794, -3.1376], [-0.0207, 6.8091, -2.8207], [-1.3012, 6.1305, -2.6723], [2.3850, 6.7284, -3.3005], [2.6283, 7.7210, -4.2415], [3.9190, 8.2485, -4.3744], [4.8501, 7.8801, -3.4686], [4.5644, 7.0673, -2.4317], [3.3108, 6.4699, -2.2954], [6.2586, 8.4172, -3.5576], [-3.2762, 4.6768, -2.3707], [-2.2168, 3.9336, -1.2249], [-2.5154, 3.1020, -2.8590], [-0.2352, 2.9426, -2.9035], [1.9662, 4.0743, -3.3743], [-0.0419, 7.8868, -2.7535], [-2.1818, 6.7166, -2.4546], [1.7635, 7.9169, -4.8582], [4.2349, 8.8803, -5.1913], [5.3157, 6.7054, -1.7455], [3.1595, 5.6335, -1.6290], [6.4014, 9.2421, -2.8596], [6.4535, 8.7251, -4.5849], [6.9315, 7.5856, -3.3486], [-7.5569, 1.4187, 0.2989], [-7.2568, 0.8665, 1.9027], [-5.9343, 0.9676, 2.4890], [-8.1082, -0.2907, 2.1830], [-8.0120, 2.1288, 2.6369], [-6.4657, 0.7094, -0.3143], [-6.5154, -0.7315, -0.4568], [-5.0917, 1.2645, -0.2178], [-6.8229, 1.1759, -1.8585], [6.5655, -2.1090, 0.3757], [8.0064, -1.9983, 0.0752], [8.7401, -0.9066, 0.7229], [8.4127, -2.4334, -1.2511], [8.4712, -3.2897, 0.8966], [6.1158, -0.5833, -0.1640], [6.8478, 0.0087, -1.2779], [5.6555, 0.4175, 0.7841], [4.7948, -1.0794, -0.9127], [-0.3179, 2.0575, 7.7474], [-1.6632, 2.7196, 7.5807], [-2.5175, 3.0108, 8.7431], [-2.2879, 2.4635, 6.2892], [-1.0746, 4.1446, 7.2864], [-0.8744, 0.4847, 7.6473], [-0.7703, -0.1614, 6.3291], [-1.8482, 0.1184, 8.6146], [0.4267, -0.2116, 8.2669], [-6.1505, -4.5354, 0.4625], [-6.8130, -3.3983, 1.1215], [-8.1593, -3.0735, 0.6038], [-6.0263, -2.4185, 1.8054], [-7.2134, -4.2442, 2.4129], [-5.3272, -3.7040, -0.6970], [-4.1864, -2.8952, -0.2868], [-6.0502, -3.4118, -1.9359], [-4.5459, -5.0388, -1.2329], [1.9685, -1.1479, -5.5418], [1.9816, 0.2470, -5.5232], [1.7366, 0.7709, -6.8607], [2.8605, 1.0798, -4.6898], [0.5532, 0.3972, -4.7797], [3.6243, -1.3509, -5.8636], [4.6413, -1.1204, -4.8119], [3.9789, -1.0351, -7.2694], [3.6703, -2.9439, -5.8799]],
  "forces_ev_per_angstrom": [[-0.366, 1.019, -0.918], [2.039, -1.206, -0.373], [-1.375, -1.052, 1.916], [-0.163, 1.030, -0.360], [0.677, 1.370, -0.886], [-0.499, -1.185, -0.830], [0.715, 0.712, 1.734], [0.061, -0.720, 0.018], [0.678, 0.732, 0.243], [-0.437, -0.379, -0.821], [1.404, -0.254, 0.548], [0.100, 0.334, 0.129], [-0.903, -0.517, -0.148], [-0.306, 0.504, 1.041], [0.403, 0.889, 0.437], [-0.695, 0.243, -0.509], [-0.032, -0.397, -0.262], [-0.038, -0.521, -0.652], [0.325, 0.528, -0.079], [-0.412, -0.359, -0.096], [0.315, 0.030, 0.091], [-0.149, -0.195, 0.030], [-0.223, -0.017, -0.350], [0.197, 0.296, 0.115], [0.375, 0.300, 0.327], [0.126, -0.283, -0.140], [-0.462, -0.271, -0.331], [-0.221, -0.094, 0.387], [-0.648, 0.352, -0.407], [-0.387, 0.378, -1.001], [0.691, 0.796, -0.053], [-0.063, 0.429, -0.895], [-1.809, -0.555, 1.627], [1.440, 1.682, 0.421], [0.049, 0.465, 0.418], [0.254, -2.493, -1.574], [0.984, -0.354, -1.080], [0.176, -0.732, -0.637], [0.148, -0.477, 0.684], [-0.414, -1.027, -0.373], [-0.494, 1.632, 1.113], [0.711, -0.598, -0.135], [-0.177, 0.935, 0.030], [0.147, 0.355, 0.182], [-0.217, -0.526, 0.048], [0.634, -0.400, 0.368], [0.583, -0.193, 0.121], [0.069, -0.130, 0.142], [-1.078, -0.519, 0.308], [-0.907, 0.321, 0.322], [-0.195, 0.010, -0.203], [0.309, -0.089, 0.017], [-0.045, -0.135, 0.234], [-0.535, 0.029, 0.014], [-0.112, 0.119, 0.130], [0.564, -0.380, -0.580], [-0.265, 0.301, -0.053], [1.037, -0.599, -0.612], [-0.403, 0.959, 0.606], [0.249, -1.005, -3.262], [-0.260, 1.136, 1.661], [0.079, -0.025, 2.038], [0.211, 0.849, -1.326], [-0.373, -1.317, 0.203], [-0.232, -2.213, -1.254], [-0.126, -0.826, 0.158], [1.119, 1.381, -2.268], [0.094, 0.404, -1.534], [-0.342, 0.273, 1.934], [0.352, 0.332, 0.790], [-0.808, -0.382, 0.756], [-0.130, 0.211, -0.141], [0.048, -0.300, -0.019], [-0.118, 0.163, 0.145], [-0.219, -0.508, 0.085], [0.176, -0.045, -0.159], [-0.048, 0.264, -0.090], [-0.093, -0.072, 0.111], [0.083, 0.606, 0.382], [-0.247, 0.045, 1.166], [0.079, -0.354, -0.065], [-0.106, 0.122, -0.138], [0.042, 0.077, -0.207], [0.266, 0.173, 0.028], [0.058, 0.343, 0.395], [0.694, 0.621, -0.337], [-1.060, 0.733, -0.202], [1.968, -1.597, -0.454], [-2.495, -0.022, 1.986], [0.260, 0.470, -1.857], [-0.079, -2.402, 0.857], [0.192, 2.077, -0.067], [1.039, 0.263, 0.284], [0.382, 0.148, 1.117], [-0.880, -1.232, 1.072], [-0.915, -0.386, -1.809], [1.315, -0.647, 3.195], [-0.247, 1.051, -2.617], [0.354, -0.536, -0.983], [-0.124, -0.038, -0.299], [0.173, 0.129, -0.196], [-0.193, 0.248, 0.076], [-0.416, 0.451, -0.399], [-0.031, 0.184, 0.119], [0.075, -0.104, 0.032], [0.131, -0.100, -0.417], [0.255, -0.314, -0.073], [-0.153, 0.215, 0.136], [-0.056, 0.203, 0.039], [-0.144, -0.172, 0.466], [-0.001, 0.032, -0.696], [-0.881, 0.636, 0.027], [0.121, 0.186, 0.796], [-0.543, 1.082, 1.164], [0.919, -0.214, 0.812], [0.137, -1.062, -2.883], [0.963, 0.942, 2.231], [-0.211, 0.181, 0.433], [-0.098, -1.525, -0.485], [0.383, -0.423, -1.097], [0.943, -1.651, -0.298], [-0.472, 1.646, -0.033], [-1.295, 0.007, -1.565], [-0.659, 0.150, -0.438], [0.230, 0.022, 2.079], [0.514, -0.283, 0.124], [-0.385, 0.524, -0.036], [-0.081, 0.287, -0.275], [-0.484, -0.126, -0.283], [0.190, -0.465, -0.081], [-0.272, -0.049, 0.281], [0.140, 0.092, 0.024], [-0.652, 0.335, 0.200], [-0.126, 0.032, 0.053], [-0.245, 0.162, 0.230], [0.092, 0.051, 0.098], [0.155, 0.127, -0.113], [-0.180, -0.280, -0.725], [0.264, 0.029, 0.218], [0.202, -0.439, 0.192], [-0.153, 0.295, 0.293], [-0.497, 1.097, -0.233], [0.025, -0.845, -0.577], [1.127, -0.101, -0.565], [0.365, 0.227, -0.364], [-0.194, 0.038, 2.476], [-0.733, -1.065, -0.236], [-0.071, 0.100, -1.337], [0.607, -0.367, -1.825], [0.353, 1.465, -1.231], [-1.104, -0.206, 1.713], [0.980, 1.331, -0.672], [-1.263, 0.084, 2.239], [0.557, -1.245, -0.834], [-0.671, -0.276, 0.064], [0.322, 0.050, 0.088], [-0.396, 0.014, 0.386], [0.051, -0.533, -0.081], [-0.054, 0.198, 0.233], [-0.374, -0.103, 0.218], [0.000, 0.462, -0.063], [0.352, -0.322, 0.210], [0.178, -0.085, 0.014], [-0.204, -0.192, 0.587], [0.094, -0.196, 0.000], [-0.060, 0.003, 0.251], [0.209, 0.220, 0.366], [-0.186, -0.201, -0.129], [0.114, 0.418, -0.411], [-0.112, -0.729, -0.128], [-0.785, -0.911, -1.345], [2.116, -0.373, -0.165], [-1.171, 1.127, 1.397], [-1.312, -0.433, -1.015], [1.966, 1.572, 1.831], [-1.087, -0.251, -0.153], [-0.155, -1.348, -0.914], [-0.244, 0.029, -0.596], [1.358, 1.383, -0.343], [0.521, 1.400, -0.155], [-0.342, -0.178, 1.973], [-0.871, -1.099, -0.560], [0.470, -0.322, 0.696], [-0.213, 0.071, 0.541], [0.494, 0.273, 0.233], [0.092, -0.187, -0.216], [0.037, 0.089, -0.017], [-0.089, 0.031, -0.252], [0.234, 0.091, 0.262], [0.162, 0.244, -0.131], [-0.179, -0.390, 0.095], [0.132, -0.117, 0.356], [-0.194, 0.093, -0.510], [0.202, -0.108, 0.069], [-0.435, 0.465, -0.130], [0.297, -0.223, -0.236], [-0.464, -0.465, -0.044], [-0.102, -1.592, -0.530], [1.064, 0.144, -1.297], [1.511, 0.837, 0.966], [0.766, -0.060, -0.921], [-0.060, 0.285, 0.067], [-2.636, -0.546, 0.521], [0.867, 1.199, 1.166], [-1.115, -0.969, 0.777], [0.022, -0.498, -1.346], [-1.479, 0.177, 1.144], [0.257, 1.225, 0.161], [1.092, 1.201, -1.473], [0.464, -1.246, -0.609], [-0.047, -0.906, 1.249], [-0.539, 0.009, 0.350], [0.221, 0.836, -0.060], [0.240, 0.316, 0.327], [-0.122, 0.255, 0.143], [0.015, 0.076, 0.005], [-0.107, 0.088, -0.051], [-0.119, -0.575, 0.097], [0.045, -0.179, 0.020], [-0.022, -0.097, -0.269], [-0.474, -0.455, 0.595], [0.014, 0.319, 0.264], [-0.221, 0.300, -0.801], [-0.422, 0.128, 0.035], [0.412, -0.239, -0.211], [-1.706, 0.145, 0.096], [2.021, 1.970, 1.093], [0.100, 1.577, 0.576], [-0.899, 1.544, -0.399], [-1.760, -2.080, 0.051], [-2.619, -1.360, -0.373], [3.840, -0.893, -1.267], [1.027, 1.372, 1.176], [0.191, -0.553, -0.084], [-0.875, -0.711, 0.561], [0.620, 0.409, 0.402], [-1.249, -1.101, 0.095], [1.564, 0.073, -1.539], [-0.149, -0.392, -0.453], [-0.296, -0.414, -0.258], [0.087, -0.810, -0.178], [-0.262, -0.030, 0.585], [-0.258, -0.217, -0.217], [-0.022, -0.177, 0.041], [0.210, 0.090, 0.084], [-0.387, -0.507, 0.012], [0.503, 0.619, -0.660], [-0.030, 0.245, 0.084], [0.531, 0.787, -0.134], [0.033, 0.291, 0.469], [-0.102, -0.092, -0.068], [-0.149, 0.189, 0.142], [-0.016, 0.173, 0.209], [-2.987, 2.060, 6.550], [-5.187, -0.249, 2.598], [-0.403, -0.037, -0.838], [2.360, 2.597, -0.534], [0.884, -1.170, -0.901], [7.067, -3.600, -8.584], [0.236, 1.271, 0.670], [-1.276, -0.350, 0.385], [0.252, -0.101, 0.580], [-6.969, 3.754, 0.452], [12.061, -2.891, -1.273], [-1.981, -1.084, -1.003], [-1.199, 1.408, 1.271], [-0.622, 0.531, 0.347], [-0.638, 1.103, -1.965], [-0.709, -0.927, 1.416], [-0.109, -1.485, 0.221], [-0.529, 0.057, 0.519], [0.666, -4.262, 0.231], [-5.030, 5.601, 0.387], [1.589, -1.432, -2.313], [-0.309, -0.657, 0.898], [0.699, 1.521, -0.084], [4.307, -3.891, -0.207], [-1.193, 1.819, 1.260], [-0.954, 0.611, -0.897], [0.177, 0.778, 0.165], [4.925, -1.722, -4.996], [-10.254, 4.489, 6.405], [3.937, -0.202, 0.350], [1.219, 0.616, -0.908], [-0.124, -0.851, 0.522], [1.071, -2.123, -3.892], [-1.234, -0.579, -0.188], [1.041, 0.414, 2.669], [0.413, -0.257, 0.336], [4.359, -11.317, 0.914], [-3.091, 14.825, -1.048], [0.002, 0.423, 1.410], [-0.971, -1.588, -0.765], [-0.238, 0.492, 0.170], [5.553, -2.599, -2.525], [-3.169, 0.318, -1.787], [-1.479, -0.156, 3.885], [-1.075, -0.009, 0.158]],
  "e_homo_ev": -20.410,
  "total_charge": 10,
  "fmax_ha_per_bohr": 0.295,
  "gap_ha": 0.1235
}